Entry from the OMol25 dataset: a 5-piece molecular cluster, C23H54ClNO5PS2 overall at a distorted geometry (the ωB97M-V functional and the def2-TZVPD basis).

CARTESIAN COORDINATES (ANGSTROEM)
C (1.135, 4.075, -0.690)
C (-0.346, 3.646, -0.802)
C (-0.593, 2.542, -1.835)
C (-0.780, 1.194, -1.132)
N (-0.838, 0.114, -2.130)
C (-2.202, -0.228, -2.567)
C (-3.043, -1.086, -1.638)
C (-3.849, -0.314, -0.588)
C (-3.283, -0.451, 0.822)
C (-3.972, 0.434, 1.855)
C (-3.920, -0.206, 3.258)
C (-2.529, -0.599, 3.778)
P (-3.361, 2.045, 2.035)
O (-1.679, 2.001, 1.855)
Cl (-3.762, 2.965, 0.098)
C (-0.016, -0.962, -1.910)
S (0.523, -1.522, -0.483)
S (0.482, -1.790, -3.443)
C (2.261, -1.466, -3.366)
C (3.108, -2.640, -3.848)
C (2.863, -3.911, -3.055)
H (1.218, 5.155, -0.776)
H (1.539, 3.763, 0.269)
H (1.746, 3.630, -1.470)
H (-0.955, 4.509, -1.051)
H (-0.688, 3.297, 0.170)
H (0.230, 2.432, -2.537)
H (-1.513, 2.757, -2.375)
H (0.069, 1.047, -0.476)
H (-1.686, 1.260, -0.531)
H (-2.109, -0.732, -3.530)
H (-2.720, 0.709, -2.758)
H (-3.759, -1.590, -2.289)
H (-2.462, -1.876, -1.163)
H (-4.878, -0.661, -0.559)
H (-3.853, 0.737, -0.854)
H (-2.186, -0.370, 0.776)
H (-3.473, -1.490, 1.120)
H (-4.343, 0.490, 3.984)
H (-4.556, -1.096, 3.247)
H (-1.955, 0.261, 4.106)
H (-1.990, -1.199, 3.048)
H (-2.647, -1.228, 4.667)
H (-1.387, 1.111, 1.621)
H (2.489, -0.546, -3.898)
H (2.498, -1.301, -2.319)
H (2.891, -2.810, -4.903)
H (4.146, -2.333, -3.749)
H (2.861, -3.712, -1.987)
H (1.925, -4.380, -3.332)
H (3.644, -4.634, -3.287)
C (3.463, 4.768, 3.316)
C (3.605, 6.167, 2.741)
O (3.135, 6.243, 1.401)
H (4.007, 4.051, 2.701)
H (3.849, 4.721, 4.336)
H (2.415, 4.461, 3.333)
H (4.652, 6.464, 2.711)
H (3.066, 6.889, 3.365)
H (2.206, 5.989, 1.398)
C (-3.971, -1.055, 8.671)
C (-3.772, 0.289, 7.991)
O (-4.206, 0.275, 6.640)
H (-3.437, -1.834, 8.126)
H (-3.609, -1.034, 9.701)
H (-5.029, -1.327, 8.685)
H (-2.715, 0.549, 7.963)
H (-4.301, 1.074, 8.545)
H (-5.143, 0.058, 6.626)
C (4.945, 1.127, -1.479)
C (4.772, -0.104, -0.609)
O (5.177, -1.297, -1.280)
H (4.374, 1.021, -2.401)
H (4.606, 2.025, -0.960)
H (5.995, 1.264, -1.752)
H (3.723, -0.247, -0.354)
H (5.336, 0.003, 0.324)
H (6.108, -1.217, -1.507)
C (-0.017, -5.574, -5.667)
C (1.026, -6.277, -6.514)
O (2.267, -6.429, -5.829)
H (0.343, -4.594, -5.353)
H (-0.949, -5.446, -6.218)
H (-0.230, -6.147, -4.761)
H (1.249, -5.699, -7.409)
H (0.659, -7.261, -6.830)
H (2.104, -6.941, -5.030)

## Properties
**Charge**: -1
**Kohn-Sham gap**: 5.24 eV
**F_max**: 1.3 eV Å⁻¹
**E_LUMO**: 2.337 eV
**Highest occupied orbital energy**: -0.107 Ha

Here are the Löwdin charges for atoms 1 to 2, given in e:
1. C -0.096
2. C -0.253

=====

Entry from the OMol25 dataset: C23H54CuN3O6 as an isolated structure at a distorted geometry (the ωB97M-V functional and the def2-TZVPD basis).

CARTESIAN COORDINATES (ANGSTROEM)
Cu (-0.136, -0.815, -0.172)
C (1.313, 4.290, -1.674)
C (0.468, 3.822, -0.426)
C (-0.483, 4.950, 0.084)
C (-2.050, 4.904, -0.242)
C (-2.135, 4.335, -1.599)
C (-1.600, 2.849, -1.670)
N (-0.418, 2.609, -0.794)
O (0.347, 1.465, -1.099)
C (-1.477, 2.533, -3.172)
C (-2.827, 2.057, -1.097)
C (1.397, 3.391, 0.792)
H (0.760, 4.672, -2.532)
H (1.863, 3.431, -2.058)
H (2.061, 5.049, -1.444)
H (-0.128, 5.901, -0.312)
H (-0.258, 5.145, 1.133)
H (-2.539, 5.878, -0.239)
H (-2.603, 4.379, 0.536)
H (-1.856, 4.976, -2.436)
H (-3.205, 4.370, -1.807)
H (-2.509, 2.664, -3.497)
H (-1.287, 1.483, -3.398)
H (-0.756, 3.156, -3.702)
H (-2.984, 2.144, -0.021)
H (-2.597, 0.992, -1.125)
H (-3.739, 2.245, -1.663)
H (0.924, 3.034, 1.707)
H (2.037, 4.255, 0.968)
H (2.051, 2.543, 0.590)
C (-3.301, 0.362, 2.694)
C (-2.001, 1.113, 2.555)
O (-1.288, 0.612, 1.453)
H (-3.087, -0.701, 2.807)
H (-3.846, 0.486, 1.759)
H (-3.893, 0.687, 3.550)
H (-1.432, 1.363, 3.451)
H (-2.119, 2.101, 2.110)
H (-1.250, 1.277, 0.762)
C (5.330, -2.717, -3.519)
O (4.006, -2.430, -3.135)
C (3.361, -3.443, -2.353)
C (2.134, -2.838, -1.718)
N (2.419, -1.779, -0.774)
C (3.161, -2.193, 0.407)
C (3.464, -0.977, 1.310)
O (2.373, -0.882, 2.359)
C (2.466, 0.350, 3.084)
H (5.447, -3.731, -3.900)
H (6.054, -2.533, -2.726)
H (5.571, -1.883, -4.179)
H (3.941, -3.899, -1.550)
H (2.934, -4.269, -2.922)
H (1.718, -3.733, -1.254)
H (1.444, -2.546, -2.509)
H (2.975, -1.091, -1.263)
H (4.155, -2.606, 0.233)
H (2.648, -2.886, 1.073)
H (3.650, -0.143, 0.634)
H (4.390, -1.178, 1.849)
H (1.911, 1.121, 2.549)
H (3.499, 0.589, 3.336)
H (1.874, 0.216, 3.990)
C (-1.569, -2.394, 5.183)
O (-1.723, -3.210, 4.022)
C (-0.696, -2.837, 3.090)
C (-1.011, -3.514, 1.740)
N (-1.757, -2.624, 0.840)
C (-2.218, -3.463, -0.296)
C (-2.374, -2.738, -1.662)
O (-1.057, -2.170, -1.935)
C (-1.092, -1.579, -3.172)
H (-0.635, -2.790, 5.581)
H (-2.259, -2.685, 5.975)
H (-1.665, -1.308, 5.162)
H (0.184, -3.233, 3.596)
H (-0.672, -1.748, 3.050)
H (-1.605, -4.424, 1.829)
H (-0.051, -3.716, 1.264)
H (-2.577, -2.396, 1.384)
H (-3.153, -4.006, -0.158)
H (-1.427, -4.170, -0.544)
H (-3.084, -1.915, -1.582)
H (-2.598, -3.372, -2.520)
H (-1.117, -2.294, -3.994)
H (-0.204, -0.979, -3.373)
H (-1.981, -0.957, -3.276)

## Properties
**Charge**: -1
**2S+1**: 2
**Kohn-Sham gap (spin up / spin down)**: 1.82 / 6.08 eV
**F_max**: 2.8 eV Å⁻¹
**E_LUMO (spin up / spin down)**: 2.665 / 2.590 eV
**Highest occupied orbital energy (spin up / spin down)**: 0.031 / -0.128 Ha

Here are the Löwdin charges for atoms 1 to 2, given in e:
1. Cu 0.424
2. C -0.043

=====

Entry from the OMol25 dataset: C23H54F6NO4RhS2SbSi4 as an isolated structure (the ωB97M-V functional and the def2-TZVPD basis).

CARTESIAN COORDINATES (ANGSTROEM)
Rh (0.217, 0.080, 0.776)
F (-4.132, 0.654, -3.215)
C (-2.974, 1.082, -3.701)
F (-2.782, 0.609, -4.916)
F (-2.995, 2.415, -3.732)
S (-1.592, 0.552, -2.598)
O (-1.895, 1.185, -1.309)
O (-0.352, 0.959, -3.183)
N (-1.892, -0.989, -2.628)
S (-1.325, -1.921, -1.499)
O (-1.344, -3.280, -1.900)
O (-0.108, -1.399, -0.881)
C (-2.593, -1.801, -0.117)
F (-2.769, -2.985, 0.435)
F (-3.749, -1.345, -0.575)
F (-2.174, -0.951, 0.856)
C (3.179, -2.281, -0.276)
C (3.290, -1.308, 0.909)
C (3.280, 0.109, 0.307)
C (4.644, -1.554, 1.592)
Si (1.795, -1.505, 2.105)
C (1.203, -3.312, 2.311)
C (2.416, -4.189, 2.685)
C (0.556, -3.901, 1.051)
C (0.156, -3.420, 3.429)
C (2.009, -0.590, 3.795)
C (2.834, -1.392, 4.813)
C (2.714, 0.753, 3.586)
C (0.639, -0.266, 4.409)
H (3.962, -2.037, -1.002)
H (2.219, -2.208, -0.789)
H (3.331, -3.317, 0.023)
H (4.092, 0.208, -0.422)
H (3.407, 0.897, 1.049)
H (2.356, 0.309, -0.263)
H (5.442, -1.464, 0.847)
H (4.713, -2.556, 2.019)
H (4.862, -0.838, 2.385)
H (3.134, -4.265, 1.868)
H (2.058, -5.203, 2.893)
H (2.945, -3.844, 3.573)
H (1.233, -3.962, 0.202)
H (-0.322, -3.331, 0.740)
H (0.217, -4.916, 1.277)
H (0.549, -3.160, 4.410)
H (-0.191, -4.456, 3.486)
H (-0.720, -2.793, 3.229)
H (3.827, -1.641, 4.435)
H (2.346, -2.319, 5.113)
H (2.969, -0.791, 5.719)
H (3.730, 0.655, 3.206)
H (2.781, 1.282, 4.544)
H (2.147, 1.375, 2.895)
H (0.071, -1.149, 4.689)
H (0.017, 0.316, 3.716)
H (0.778, 0.335, 5.315)
C (0.036, 3.379, 3.941)
Si (0.602, 4.230, 2.398)
C (2.378, 4.053, 1.885)
C (0.013, 5.983, 2.365)
Sb (-0.517, 2.613, 0.261)
Si (-2.930, 3.176, 1.107)
C (-3.189, 1.910, 2.471)
C (-3.020, 4.938, 1.733)
C (-4.176, 2.938, -0.256)
Si (0.641, 4.044, -1.626)
C (2.189, 3.050, -1.908)
C (1.005, 5.751, -0.946)
C (-0.392, 4.299, -3.146)
H (0.261, 4.094, 4.743)
H (0.562, 2.448, 4.142)
H (-1.038, 3.194, 3.972)
H (2.973, 4.156, 2.801)
H (2.680, 4.837, 1.190)
H (2.614, 3.088, 1.449)
H (0.767, 6.503, 2.974)
H (-0.947, 6.097, 2.864)
H (-0.013, 6.477, 1.396)
H (-2.266, 1.477, 2.860)
H (-3.798, 1.088, 2.091)
H (-3.728, 2.359, 3.309)
H (-2.757, 5.012, 2.791)
H (-4.053, 5.282, 1.634)
H (-2.393, 5.629, 1.168)
H (-4.150, 1.945, -0.698)
H (-4.083, 3.684, -1.048)
H (-5.150, 3.080, 0.225)
H (2.785, 2.939, -0.999)
H (2.808, 3.553, -2.656)
H (1.940, 2.059, -2.290)
H (1.718, 5.788, -0.123)
H (0.090, 6.273, -0.660)
H (1.441, 6.312, -1.779)
H (-0.599, 3.387, -3.695)
H (0.215, 4.952, -3.784)
H (-1.324, 4.824, -2.936)

## Properties
**Charge**: +1
**Energy above the lowest of the compared OMol25 structures with the same formula, charge and spin**: 0.0000 eV
**2S+1**: 5
**Kohn-Sham gap (spin up / spin down)**: 7.77 / 5.85 eV
**F_max**: 0.5 eV Å⁻¹
**E_LUMO (spin up / spin down)**: -2.244 / -5.979 eV
**Highest occupied orbital energy (spin up / spin down)**: -0.368 / -0.435 Ha

Here are the Löwdin charges for atoms 1 to 2, given in e:
1. Rh 0.560
2. F 0.160